Entry from the Open Molecules 2025 dataset: C3H3NO3 in the gas phase (ωB97M-V with the def2-TZVPD basis set).

Atoms and positions in Å:
N1 -0.2025 0.5536 -1.0683
C1 0.1047 -0.2584 -0.1456
O1 -0.3065 0.0144 1.1019
C2 -0.9156 1.2986 1.0846
O2 -2.0868 1.4487 1.1642
C3 0.9375 -1.5088 -0.3358
O3 1.3655 -2.2027 0.5442
H1 0.1108 0.2778 -1.9903
H2 -0.1526 2.0840 1.0514
H3 1.1455 -1.7072 -1.4062

Values from the calculation:
Max |F|, hartree/bohr: 0.014
HOMO level, eV: -10.703
Structure (SMILES): [H]/N=C(\C=O)OC=O
LUMO energy, eV: -0.550
Frontier orbital gap, eV: 10.2
Charge: 0

=====

Entry from the Open Molecules 2025 dataset: a molecular structure, C43H38NO9PTa (ωB97M-V with the def2-TZVPD basis set).

Atoms and positions in Å:
Ta1 0.2429 -0.0814 0.3646
C1 5.1819 -4.5940 0.0748
O1 4.4496 -4.9519 -1.0974
C2 3.3299 -4.2752 -1.3742
C3 2.6334 -4.6809 -2.5252
C4 1.4789 -4.0413 -2.8872
C5 0.9464 -2.9839 -2.1230
C6 -0.3088 -2.3193 -2.4663
C7 -0.9835 -2.6214 -3.7788
O2 -0.8756 -1.5295 -1.7047
C8 1.6591 -2.6139 -0.9746
O3 1.1966 -1.6390 -0.1842
C9 2.8425 -3.2313 -0.5970
H1 6.0261 -5.2739 0.1136
H2 4.5668 -4.7190 0.9682
H3 5.5403 -3.5655 0.0102
H4 3.0342 -5.4981 -3.1083
H5 0.9627 -4.3769 -3.7751
H6 -0.2984 -2.9149 -4.5679
H7 -1.5382 -1.7388 -4.0905
H8 -1.7048 -3.4279 -3.6254
H9 3.3426 -2.8774 0.2926
N1 -2.0242 0.7267 -1.3532
C10 -2.0303 2.1630 -1.1988
C11 -1.2409 2.5717 0.0363
O4 -0.9670 3.6918 0.3413
O5 -0.8345 1.5057 0.7547
H10 -1.7667 0.4181 -2.2764
H11 -2.8887 0.2800 -1.0798
H12 -3.0171 2.6265 -1.1366
H13 -1.5232 2.6395 -2.0391
C12 -6.1753 -0.2091 0.5517
C13 -5.2447 0.8104 0.7018
C14 -3.9452 0.5157 1.0799
C15 -3.5573 -0.8049 1.3265
C16 -4.4964 -1.8215 1.1617
C17 -5.7972 -1.5224 0.7783
P1 -1.8484 -1.1899 1.8280
C18 -1.6500 -0.5598 3.5257
C19 -0.8863 -1.2481 4.4649
C20 -0.6546 -0.7031 5.7174
C21 -1.1751 0.5399 6.0460
C22 -1.9302 1.2358 5.1145
C23 -2.1649 0.6920 3.8612
C24 -1.7882 -2.9981 1.9410
C25 -1.1390 -3.7227 0.9460
C26 -1.0708 -5.1074 1.0127
C27 -1.6602 -5.7780 2.0741
C28 -2.3303 -5.0638 3.0608
C29 -2.3961 -3.6814 2.9958
H14 -7.1901 0.0216 0.2560
H15 -5.5311 1.8391 0.5246
H16 -3.2291 1.3209 1.1751
H17 -4.2231 -2.8541 1.3260
H18 -6.5154 -2.3229 0.6604
H19 -0.4595 -2.2104 4.2305
H20 -0.0615 -1.2545 6.4355
H21 -0.9925 0.9639 7.0245
H22 -2.3375 2.2079 5.3578
H23 -2.7513 1.2608 3.1550
H24 -0.6825 -3.2050 0.1157
H25 -0.5527 -5.6562 0.2365
H26 -1.6035 -6.8571 2.1329
H27 -2.8041 -5.5848 3.8823
H28 -2.9259 -3.1350 3.7654
O6 0.7147 0.7928 -1.4962
C30 1.6133 1.5630 -0.9794
O7 1.7878 1.3683 0.2621
C31 2.3355 2.5646 -1.7461
C32 2.1033 2.6905 -3.1148
C33 2.7906 3.6527 -3.8311
C34 3.6987 4.4795 -3.1796
C35 3.9274 4.3518 -1.8150
C36 3.2460 3.3910 -1.0901
H29 1.3929 2.0341 -3.5994
H30 2.6232 3.7634 -4.8936
H31 4.2346 5.2324 -3.7428
H32 4.6346 5.0038 -1.3214
H33 3.4035 3.2720 -0.0266
O8 3.3194 -0.2979 1.8655
C37 2.3572 -0.8315 2.3265
O9 1.0772 -0.3935 2.0849
C38 2.4226 -2.0415 3.1923
C39 3.3582 -2.0771 4.2206
C40 3.4767 -3.2162 5.0015
C41 2.6954 -4.3324 4.7279
C42 1.7908 -4.3090 3.6747
C43 1.6471 -3.1590 2.9126
H34 3.9807 -1.2114 4.4053
H35 4.1862 -3.2380 5.8179
H36 2.7998 -5.2249 5.3310
H37 1.1942 -5.1835 3.4472
H38 0.9407 -3.1384 2.0927

Values from the calculation:
Max |F|, hartree/bohr: 0.015
HOMO level, eV: -11.312
LUMO energy, eV: -3.173
Frontier orbital gap, eV: 8.1
Charge: +1

=====

Entry from the Open Molecules 2025 dataset: a molecular structure, C27H29Cl3IrN4O6PS2 (ωB97M-V with the def2-TZVPD basis set).

Atoms and positions in Å:
Ir1 0.4064 -0.9797 -1.7210
O1 3.5000 -2.9669 -0.2751
C1 3.3482 -2.5719 -1.3961
C2 4.4085 -2.5713 -2.5085
C3 3.7138 -1.9805 -3.7418
C4 2.3953 -1.5602 -3.1639
O2 1.4657 -0.8728 -3.6636
N1 2.2033 -1.9795 -1.9198
H1 4.7964 -3.5776 -2.6495
H2 5.2322 -1.9448 -2.1657
H3 3.5357 -2.7175 -4.5262
H4 4.2316 -1.1351 -4.1917
O3 0.2871 -3.7652 0.1275
C5 -0.0045 -2.7503 0.7266
N2 -0.3084 -2.7054 2.0750
C6 -0.4303 -1.3329 2.5364
C7 -0.4630 -0.5846 1.1835
O4 -0.6988 0.5955 1.0642
N3 -0.1582 -1.4722 0.1916
C8 0.7875 -0.9236 3.3632
C9 1.7260 -0.0023 2.9188
C10 2.8372 0.2910 3.7016
C11 3.0164 -0.3287 4.9271
C12 2.0762 -1.2473 5.3774
C13 0.9675 -1.5373 4.6013
C14 -1.7225 -1.0697 3.2957
C15 -1.9475 0.1956 3.8341
C16 -3.1221 0.4657 4.5153
C17 -4.0831 -0.5260 4.6759
C18 -3.8600 -1.7861 4.1472
C19 -2.6839 -2.0570 3.4561
H5 0.1447 -3.4065 2.6395
H6 1.5974 0.4937 1.9650
H7 3.5651 1.0083 3.3447
H8 3.8833 -0.0978 5.5327
H9 2.2047 -1.7320 6.3367
H10 0.2214 -2.2357 4.9657
H11 -1.1982 0.9664 3.7101
H12 -3.2884 1.4529 4.9275
H13 -4.9982 -0.3149 5.2141
H14 -4.6008 -2.5662 4.2708
H15 -2.5125 -3.0383 3.0334
Cl1 -3.0955 -4.3719 -0.3270
C20 -2.4151 -4.5139 -1.9521
Cl2 -1.5963 -6.0602 -2.1601
Cl3 -3.6829 -4.3097 -3.1718
C21 -1.4433 -3.4334 -2.1127
N4 -0.7095 -2.5640 -2.1849
C22 -0.5202 2.9337 -5.0410
C23 0.5572 2.5547 -4.0509
C24 1.9088 3.1624 -4.3505
O5 0.1296 3.0550 -2.7410
P1 -0.0451 2.0259 -1.5430
S1 1.6408 0.9830 -1.1541
S2 -1.3869 0.5864 -2.0482
O6 -0.3554 2.9769 -0.3508
C25 -1.4894 3.8462 -0.0715
C26 -1.3717 5.1270 -0.8716
C27 -2.8031 3.1231 -0.2745
H16 -0.2396 2.6015 -6.0412
H17 -0.6536 4.0169 -5.0584
H18 -1.4656 2.4632 -4.7716
H19 0.6405 1.4672 -3.9928
H20 1.8386 4.2513 -4.3721
H21 2.2613 2.8161 -5.3231
H22 2.6338 2.8674 -3.5927
H23 -1.3565 4.0572 0.9893
H24 -1.5282 4.9376 -1.9334
H25 -0.3882 5.5762 -0.7381
H26 -2.1271 5.8348 -0.5272
H27 -2.9850 2.9228 -1.3324
H28 -3.6131 3.7551 0.0930
H29 -2.8105 2.1802 0.2708

Values from the calculation:
Max |F|, hartree/bohr: 0.012
HOMO level, eV: -8.238
LUMO energy, eV: 0.117
Frontier orbital gap, eV: 8.4
Charge: 0

=====

Entry from the Open Molecules 2025 dataset: C20H20N2O3S in the gas phase (ωB97M-V with the def2-TZVPD basis set).

Atoms and positions in Å:
C1 3.0616 2.6147 -1.0383
C2 2.2530 2.7202 -2.3140
H1 2.8630 3.0542 -3.1529
H2 1.3962 3.3783 -2.1855
S1 1.5912 1.1009 -2.8468
C3 0.2550 0.9724 -1.7542
N1 0.0277 1.8319 -0.8123
C4 -1.1798 1.4746 -0.2575
C5 -1.8674 2.0322 0.8092
C6 -3.0817 1.4658 1.1498
C7 -3.6055 0.3848 0.4461
C8 -2.9282 -0.1864 -0.6187
C9 -1.7071 0.3660 -0.9499
N2 -0.7472 0.0195 -1.9003
C10 -0.7715 -1.1644 -2.6511
O1 -1.8222 -1.6732 -2.9593
C11 0.5478 -1.7316 -2.9875
C12 1.5291 -1.9171 -2.0981
C13 1.4380 -1.5622 -0.6866
C14 2.4778 -0.8749 -0.0702
C15 2.3074 -0.3813 1.2052
C16 1.1369 -0.5999 1.9277
C17 0.1334 -1.4128 1.3596
C18 0.2926 -1.8518 0.0550
H3 -0.4766 -2.4504 -0.4081
O2 -0.9468 -1.7401 2.1345
C19 -1.8759 -2.6738 1.6395
H4 -1.3935 -3.6246 1.3914
H5 -2.4080 -2.2904 0.7647
H6 -2.5862 -2.8289 2.4503
O3 1.1075 -0.0169 3.1540
C20 -0.1180 0.1809 3.8268
H7 -0.4982 -0.7475 4.2571
H8 0.1071 0.8874 4.6259
H9 -0.8735 0.6068 3.1623
H10 3.0791 0.2029 1.6810
H11 3.3875 -0.6758 -0.6146
H12 2.4765 -2.3174 -2.4348
H13 0.6471 -2.0736 -4.0070
H14 -3.3371 -1.0132 -1.1783
H15 -4.5646 -0.0179 0.7358
H16 -3.6432 1.8738 1.9773
H17 -1.4592 2.8746 1.3440
H18 3.8978 1.9317 -1.1674
H19 2.4289 2.2564 -0.2307
H20 3.4494 3.5959 -0.7730

Values from the calculation:
Max |F|, hartree/bohr: 0.017
HOMO level, eV: -8.005
Structure (SMILES): CCSc1nc2ccccc2n1C(=O)/C=C\c1ccc(OC)c(OC)c1
LUMO energy, eV: 0.016
Frontier orbital gap, eV: 8.0
Charge: 0

=====

Entry from the Open Molecules 2025 dataset: a molecular structure, C5H12O (ωB97M-V with the def2-TZVPD basis set).

Atoms and positions in Å:
C1 -0.4731 -0.8947 -1.6168
C2 0.2328 -0.5195 -0.3200
C3 1.6258 0.0550 -0.6052
C4 -0.5168 0.5729 0.4475
C5 -0.0496 0.8348 1.8690
O1 -1.1919 1.4282 -0.1465
H1 -1.4612 -1.3110 -1.4148
H2 -0.6014 -0.0112 -2.2428
H3 0.1015 -1.6392 -2.1760
H4 0.3485 -1.4050 0.3152
H5 2.2000 0.2240 0.3111
H6 2.1842 -0.6364 -1.2399
H7 1.5365 1.0037 -1.1364
H8 -2.0776 -0.6538 0.8715
H9 -0.8219 1.3523 2.4427
H10 0.7965 1.5266 1.7554
H11 0.2970 -0.0555 2.4063
H12 -2.1642 0.0571 0.4434

Values from the calculation:
Max |F|, hartree/bohr: 0.069
HOMO level, eV: -9.554
LUMO energy, eV: 1.006
Frontier orbital gap, eV: 10.6
Charge: 0

=====

Entry from the Open Molecules 2025 dataset: 2 unconnected molecules or ions with the total composition C8H16N3O (ωB97M-V with the def2-TZVPD basis set).

Atoms and positions in Å:
C1 3.0204 2.0698 0.3716
C2 -1.5762 -1.3321 -0.9789
C3 -1.9754 0.9201 0.0092
C4 -0.7802 -0.8744 1.3867
C5 -0.2045 -1.0101 -1.5134
C6 -0.6943 1.1830 -0.9096
C7 -1.9248 -0.5906 0.3344
C8 0.4274 -0.1160 0.8769
N1 3.0332 3.1188 0.8651
N2 1.5131 -1.2270 1.0310
N3 0.2961 0.0932 -0.6152
O1 3.0406 1.0321 -0.1408
H1 -2.4471 -1.0267 -1.6220
H2 -1.8596 -2.3749 -0.9311
H3 -2.2298 1.5547 0.9204
H4 -2.8406 1.1125 -0.7007
H5 -0.9844 -0.4940 2.3696
H6 -0.5468 -1.9026 1.7012
H7 0.5611 -1.8139 -1.4375
H8 -0.2360 -0.6783 -2.5331
H9 -0.9301 1.1045 -1.9675
H10 -0.0091 1.9755 -0.5040
H11 -2.8782 -0.9599 0.6892
H12 1.6203 -1.5105 2.0103
H13 3.4252 4.0038 1.0512
H14 2.4952 -0.7606 0.8056
H15 1.4085 -1.9412 0.3499
H16 1.2762 0.4450 -0.9187

Values from the calculation:
Max |F|, hartree/bohr: 0.104
HOMO level, eV: -11.279
LUMO energy, eV: -2.729
Frontier orbital gap, eV: 8.5
Charge: +1